[1]
11
Properties=species:S:1:pos:R:3:forces:R:3:nbo_charge:R:1 method="wB97M-V/def2-TZVPD" total_charge=0 multiplicity=1 homo_lumo_gap_ev=7.54
C -1.7810 0.1091 0.1125 -0.04 0.01 -0.01 -0.69
C -0.3426 -0.3791 0.1586 -0.01 0.15 -0.04 0.54
C 0.6940 0.5501 -0.2558 0.07 -0.05 0.01 -0.56
C 1.9029 -0.0756 -0.1305 -0.21 -0.82 0.31 0.05
N 2.4999 -1.1150 0.1946 -0.53 0.84 -0.28 -0.07
O -0.0694 -1.5136 0.5366 0.09 0.15 -0.05 -0.58
H -2.2020 0.0750 1.1216 0.10 -0.02 -0.11 0.24
H -1.8731 1.1270 -0.2775 0.09 -0.19 0.07 0.21
H -2.3713 -0.5679 -0.5113 0.12 0.05 0.08 0.24
H 0.5468 1.5602 -0.6007 0.04 -0.13 0.04 0.25
H 2.9960 0.2301 -0.3475 0.28 0.01 -0.01 0.37

[2]
96
Properties=species:S:1:pos:R:3:forces:R:3:lowdin_spin:R:1 method="wB97M-V/def2-TZVPD" total_charge=+1 multiplicity=4 homo_lumo_gap_ev="7.48 / 7.09"
C -1.9880 -1.7499 -0.7532 0.28 -0.54 -0.06 0.01
C 0.1267 -1.5183 -1.7501 0.09 0.06 0.41 0.00
C -2.3327 -2.7586 -1.6556 -0.25 0.45 0.25 0.01
C -0.2079 -2.4440 -2.7397 -0.27 0.06 -0.08 0.01
C -1.4388 -3.0956 -2.6675 0.44 0.12 0.04 0.00
H -3.3112 -3.2252 -1.5490 0.22 0.11 -0.27 0.00
H 0.5119 -2.6454 -3.5328 -0.27 -0.02 0.15 0.00
H -1.6987 -3.8475 -3.4089 0.03 0.10 0.17 0.00
N -0.7353 -1.2553 -0.7291 -0.42 -0.56 -1.18 0.04
P -2.4847 0.5201 0.7751 -1.40 0.07 -0.25 0.09
P 2.0917 -0.5405 -0.0138 1.11 -0.70 -1.55 0.07
C -2.9941 -1.1762 0.2320 0.08 -0.40 0.08 0.01
H -3.9984 -1.1666 -0.2176 0.37 -0.09 0.08 0.00
H -3.0563 -1.8299 1.1188 0.03 0.26 -0.20 0.00
C 0.0874 1.3821 1.6758 1.58 7.54 5.60 0.03
O 0.2132 2.3734 2.2908 -0.60 -3.10 -1.98 -0.01
C 1.3754 -0.7248 -1.7175 -0.35 1.75 -0.55 0.02
H 2.0930 -0.9426 -2.5083 -0.13 -0.29 0.10 0.00
C 3.5520 0.6995 -0.2554 -0.26 -0.13 -0.02 0.02
C 2.8417 -2.2690 0.2412 0.13 0.56 -0.05 0.02
C -3.2537 1.6332 -0.5748 -0.16 -0.02 0.28 0.02
C -3.4271 0.7341 2.4221 -0.10 0.14 -0.40 0.01
C 3.1125 2.0759 0.2673 0.01 0.20 -0.04 0.00
H 2.8188 2.0434 1.3241 0.07 -0.01 -0.17 0.00
H 3.9662 2.7660 0.1750 -0.21 -0.17 0.07 0.00
H 2.2810 2.4919 -0.3114 0.18 -0.08 0.20 0.00
C 4.7770 0.2704 0.5618 0.18 0.05 0.04 0.00
H 4.5440 0.1702 1.6300 0.08 0.00 -0.23 0.00
H 5.2254 -0.6589 0.1939 -0.13 0.25 0.16 0.00
H 5.5416 1.0575 0.4666 -0.22 -0.18 0.03 0.00
C 3.9674 0.8662 -1.7269 0.09 0.13 -0.02 0.00
H 4.8151 1.5696 -1.7537 -0.23 -0.16 -0.02 0.00
H 4.3096 -0.0626 -2.1959 -0.08 0.25 0.09 0.00
H 3.1634 1.2959 -2.3353 0.27 -0.11 0.13 0.00
C 3.4010 -2.3160 1.6778 0.13 -0.23 0.26 0.00
H 2.8445 -1.6473 2.3507 0.20 -0.22 -0.16 0.00
H 3.2928 -3.3340 2.0770 0.09 0.19 -0.04 0.00
H 4.4640 -2.0548 1.7244 -0.34 -0.04 0.03 0.00
C 1.7467 -3.3367 0.1249 -0.20 -0.03 -0.02 0.00
H 0.9039 -3.1249 0.7907 0.18 -0.10 -0.19 0.00
H 1.3744 -3.4389 -0.9009 0.11 -0.01 0.30 0.00
H 2.1763 -4.3052 0.4236 -0.09 0.23 -0.09 0.00
C 3.9239 -2.5598 -0.8293 0.12 -0.50 -0.08 0.01
H 4.0060 -1.8011 -1.6163 -0.03 -0.26 0.35 0.00
H 4.9113 -2.6894 -0.3669 -0.21 0.07 -0.19 0.00
H 3.6868 -3.5061 -1.3383 0.12 0.23 0.12 0.00
C -3.2367 2.1704 2.9388 -0.04 0.09 0.18 0.00
H -3.5218 2.1928 4.0016 0.05 0.03 -0.25 0.00
H -2.1905 2.4999 2.8715 -0.33 -0.02 0.01 0.00
H -3.8782 2.8914 2.4178 0.22 -0.23 0.17 0.00
C -2.8161 -0.2175 3.4547 0.21 -0.08 0.12 0.00
H -3.0070 -1.2706 3.2176 0.09 0.17 0.05 0.00
H -1.7364 -0.0684 3.5556 -0.18 -0.05 -0.02 0.00
H -3.2714 -0.0108 4.4354 0.04 -0.06 -0.29 0.00
C -4.9247 0.4020 2.3078 -0.23 0.03 0.30 0.01
H -5.3017 0.1760 3.3168 0.07 0.03 -0.22 0.00
H -5.5181 1.2463 1.9403 0.20 -0.32 0.08 0.00
H -5.1237 -0.4798 1.6846 0.01 0.23 0.15 0.00
C -2.6755 1.3010 -1.9590 0.34 0.03 -0.13 0.00
H -3.2909 1.7962 -2.7256 0.08 -0.17 0.25 0.00
H -1.6595 1.6917 -2.0651 -0.26 -0.20 0.07 0.00
H -2.6682 0.2261 -2.1738 -0.06 0.15 -0.07 0.00
C -2.8940 3.0900 -0.2431 0.00 0.15 -0.05 0.00
H -1.8058 3.2185 -0.1523 -0.24 -0.05 -0.05 0.00
H -3.2455 3.7281 -1.0681 0.11 -0.12 0.19 0.00
H -3.3720 3.4454 0.6762 0.13 -0.07 -0.34 0.00
C -4.7763 1.4659 -0.6805 -0.14 0.28 0.00 0.01
H -5.0690 0.4250 -0.8694 -0.02 0.26 0.06 0.00
H -5.3105 1.8448 0.1954 0.15 -0.13 -0.28 0.00
H -5.1171 2.0608 -1.5419 0.07 -0.18 0.20 0.00
Co -0.0802 0.1187 0.5720 -0.72 -2.62 -1.34 2.43
N 0.2530 1.4745 -0.8815 0.30 0.52 -1.53 0.08
C 0.7479 1.0493 -1.9358 0.07 -2.73 1.59 0.03
C 0.8624 1.5787 -3.3040 -0.22 0.34 0.06 0.00
C 0.7419 2.9678 -3.4102 0.15 0.24 -0.45 0.00
C 1.0316 0.7848 -4.4453 0.06 0.38 0.02 0.00
C 0.8869 3.5859 -4.6550 -0.05 -0.32 0.04 0.00
H 0.5383 3.5394 -2.5000 0.17 -0.15 -0.35 0.00
C 1.1559 1.4016 -5.6930 -0.08 0.15 0.14 0.00
H 1.0442 -0.3000 -4.3567 0.10 0.26 -0.06 0.00
C 1.1022 2.7988 -5.7973 -0.03 0.00 0.27 0.00
H 0.8289 4.6753 -4.7245 0.01 -0.40 -0.07 0.00
H 1.2942 0.7903 -6.5874 -0.05 0.22 0.28 0.00
H 1.2188 3.2802 -6.7716 -0.04 -0.20 0.33 0.00
C 1.6332 0.1137 4.1267 0.27 0.50 0.03 0.00
C 0.8059 -1.0277 3.6955 -0.81 -0.72 -0.40 0.00
N 0.1559 -1.2301 2.5489 0.26 -0.62 0.28 0.07
C -0.4494 -2.4789 2.6570 0.32 0.32 0.86 0.00
C -0.1889 -3.0043 3.8942 -0.12 0.18 -0.51 0.00
N 0.6021 -2.0728 4.5350 -0.07 -0.19 -0.04 0.00
H 2.2661 -0.2031 4.9664 -0.09 0.19 -0.25 0.00
H 2.2797 0.4561 3.3061 -0.21 0.02 0.28 0.00
H 0.9990 0.9453 4.4657 0.28 -0.12 -0.14 0.00
H -1.0261 -2.9227 1.8566 0.08 0.14 0.10 0.00
H -0.4966 -3.9392 4.3311 0.10 0.08 0.10 0.00
H 0.9842 -2.1311 5.4764 -0.21 -0.09 -0.48 0.00

E values, unit hartree, following the record order: -285.271323; -3724.989700.
Relative energy (zero: lowest compared OMol25 entry of this formula, charge and spin) values, unit eV, following the record order: 3.8984; 0.0000.